Entry from the Open Molecules 2025 dataset: a 11-piece molecular cluster, C6H32BF4N12O10 overall (ωB97M-V/def2-TZVPD).

Cartesian coordinates (Å):
B -3.315 11.838 -1.257
F -2.873 11.024 -2.290
F -2.443 11.847 -0.213
F -3.626 13.128 -1.661
F -4.441 11.232 -0.675
O -1.931 11.247 -5.133
H -2.703 10.684 -5.191
H -1.719 11.458 -6.042
O -6.319 12.053 -2.196
H -5.751 12.528 -2.802
H -5.719 11.659 -1.563
O -2.723 15.734 -0.093
H -2.898 14.866 0.271
H -3.574 16.038 -0.409
O -4.700 13.043 -4.418
H -4.382 13.380 -5.256
H -4.362 12.149 -4.375
C -5.320 13.616 2.012
O -5.869 14.437 2.623
N -5.858 12.597 1.443
N -4.032 13.621 1.826
H -5.301 12.221 0.689
H -6.856 12.550 1.590
H -3.569 14.361 2.335
H -3.537 12.953 1.254
C 0.502 12.280 -2.196
O 1.480 12.090 -1.597
N 0.310 11.586 -3.250
N -0.496 12.906 -1.761
H -0.506 11.689 -3.836
H 1.024 10.956 -3.586
H -1.397 12.946 -2.214
H -0.393 13.166 -0.790
C -2.152 10.769 2.834
O -1.232 11.522 2.560
N -2.736 10.023 1.959
N -2.701 10.589 4.036
H -2.628 10.190 0.969
H -3.434 9.359 2.261
H -3.640 10.217 4.062
H -2.402 11.227 4.759
C -0.294 8.334 -1.522
O -0.163 7.234 -1.000
N -1.329 9.034 -1.316
N 0.581 8.977 -2.259
H -1.423 9.916 -1.798
H -2.117 8.578 -0.877
H 0.485 9.978 -2.161
H 1.454 8.486 -2.388
C -5.954 8.106 -2.553
O -6.948 7.478 -2.437
N -5.224 8.060 -3.645
N -5.453 8.850 -1.656
H -4.525 8.767 -3.825
H -5.796 7.659 -4.375
H -5.881 8.933 -0.745
H -4.492 9.156 -1.705
C -2.415 15.695 -4.330
O -1.307 16.207 -4.514
N -2.904 15.130 -3.374
N -3.278 15.783 -5.277
H -2.636 15.299 -2.415
H -3.654 14.468 -3.514
H -4.174 15.318 -5.308
H -3.075 16.340 -6.095

Force components x, y, z for each atom (eV/Å):
-0.3643 0.1652 0.5524
-0.1682 0.1246 -0.9452
1.4450 0.3773 0.7953
0.0796 -0.0742 -0.2531
-0.9395 -0.7080 0.3463
-0.1561 0.1702 -0.0309
-0.0825 -0.3111 0.1207
0.1601 0.1209 -0.2945
-0.8449 0.0492 -0.4585
-0.0444 0.3243 -0.0628
-0.0647 -0.1020 0.0584
0.4508 0.3385 -0.3183
-0.2078 -0.3162 0.0906
-0.3186 0.0630 0.0588
-0.3080 0.1781 -0.1464
0.1292 -0.0658 -0.3375
0.2587 -0.2600 0.2060
1.6784 -1.0850 -1.0387
-3.3752 4.4600 3.7596
-2.6459 -3.2912 -1.4423
4.5743 1.1755 -0.1371
-1.1000 -0.6932 -0.0991
0.1709 -0.4138 -0.8902
0.4409 -0.3333 -0.3382
0.2691 0.0516 0.4658
0.0104 -1.2556 -0.7641
6.5437 -0.1820 4.1972
-1.4253 -2.7311 -6.6079
-4.6286 4.2667 2.6306
0.1090 -0.1655 0.0671
-0.0544 0.6556 0.0147
0.3963 0.1650 0.1807
-0.5012 0.2651 -0.2058
1.8475 1.9805 0.1259
0.2742 0.4589 0.5418
-2.2350 -2.9301 -3.5384
-0.3630 0.2109 2.8591
0.2814 0.0271 0.3189
0.1890 0.1699 -0.3756
0.2616 0.3635 0.3474
-0.2440 -0.2020 -0.0914
1.9170 -3.5065 1.4800
0.5662 -1.2541 -0.3435
-5.1533 3.0400 0.8535
2.3309 0.0871 -1.6261
-0.5740 -0.2797 0.2983
0.2136 0.3395 -0.0441
0.9585 -0.2817 -0.3227
0.0881 0.6588 0.2272
-0.0175 -0.7466 -0.7492
-3.8412 -2.1629 0.3039
1.3477 -0.6426 -3.4622
2.4749 3.3711 4.9879
-0.3315 -0.2258 -0.2503
0.7074 0.1927 -0.4776
-0.0399 -0.1170 -0.3572
-0.3493 0.1878 -0.0370
5.7899 4.4040 -4.5768
0.5398 0.2831 0.9096
-2.8922 -4.9706 9.5435
-4.2241 0.6324 -6.7286
0.5907 -0.3925 -0.0878
-0.0774 0.2073 0.4424
0.1571 0.5077 0.4649
0.3197 -0.3731 0.1909

Relative energy (zero: lowest compared OMol25 entry of this formula, charge and spin) ... 505.7 kJ/mol
DFT total energy ... -56655.539 eV
Net charge ... -1
Orbital gap ... 8.5 eV

=====

Entry from the Open Molecules 2025 dataset: a 10-piece molecular cluster, C6H32NO10 overall (ωB97M-V/def2-TZVPD).

Cartesian coordinates (Å):
O 1.501 -1.458 -0.611
C 1.176 -0.415 -1.091
C 0.917 0.679 0.085
C 0.686 -0.037 1.495
C 1.335 0.738 2.741
C 0.378 0.735 3.944
C 2.705 0.381 3.194
N -0.387 1.391 -0.220
H 1.310 -0.054 -2.012
H 1.665 1.501 0.104
H -0.335 -0.215 1.755
H 1.242 -1.047 1.456
H 1.515 1.753 2.591
H 0.617 1.542 4.628
H 0.615 -0.270 4.456
H -0.660 0.796 3.497
H 3.624 -0.081 2.532
H 2.635 -0.287 4.009
H 3.294 1.290 3.651
H -0.505 1.550 -1.244
H -0.304 2.421 0.048
H -1.181 0.931 0.308
H -0.120 -3.020 0.834
H -1.260 -4.110 1.229
O -0.902 -3.419 0.621
H -3.095 3.669 -0.585
H -2.501 2.681 -1.660
O -2.301 3.074 -0.765
H -3.903 -1.746 1.708
H -3.495 -3.080 0.840
O -3.781 -2.164 0.930
H 2.888 2.683 -1.131
H 2.291 4.136 -0.586
O 2.214 3.338 -1.289
H -3.022 -0.591 -0.803
H -1.824 -1.435 -0.227
O -2.141 -0.549 -0.322
H -2.340 -4.159 -1.691
H -1.192 -3.660 -0.937
O -1.719 -3.478 -1.799
H 4.122 -1.174 -2.569
H 4.094 0.147 -2.940
O 3.529 -0.616 -2.932
H -1.212 1.384 -3.602
H -0.166 2.213 -3.353
O -0.893 1.953 -2.820
H -1.357 -1.432 -3.196
H -1.960 -1.567 -4.402
O -1.795 -0.918 -3.868

Force components x, y, z for each atom (eV/Å):
2.0969 -6.7515 1.1308
-2.8944 4.8800 4.5955
-1.0173 -1.1691 -0.3066
3.9593 0.2103 0.2360
-1.0729 -0.4411 -0.9167
0.1133 -2.0574 -0.6447
5.0152 0.0988 -0.1129
0.7909 2.6006 1.1159
0.7581 1.4101 -3.8306
-0.2303 -0.5390 0.4942
-0.8653 -0.1003 -0.3500
-1.0197 1.4552 -0.2257
-0.6303 2.0615 -1.4921
-0.2334 0.0663 0.1716
-1.1307 1.3904 -0.3621
0.9399 -0.0457 1.2059
-2.8746 0.9912 0.7739
0.1286 -1.1093 1.0041
-1.3779 -1.3274 -0.7301
-0.5006 -1.2655 0.5507
-0.3435 -1.5669 0.2969
0.8040 0.6483 -1.6630
3.5530 1.3853 1.3056
1.3043 1.1786 -0.3834
-4.2638 -2.4997 -0.2951
1.5929 -1.1784 -0.3123
0.5210 0.6363 1.2675
-2.4591 0.9364 -0.8589
-0.2007 1.0114 4.2419
-0.1501 0.5534 1.1332
-0.1133 -1.8830 -5.1887
0.5098 -0.0670 0.4862
0.1215 -3.2209 -2.4456
-0.6610 3.3729 1.8195
1.7940 -0.3156 1.0741
0.0261 -1.0171 -0.0842
-1.8388 1.4337 -1.1447
-1.7790 -1.4511 -0.4279
-0.5712 0.9968 -1.7971
2.0750 0.5927 1.3291
2.4525 -3.7847 2.0525
-0.0557 1.2025 -0.3850
-2.2453 2.5915 -1.8470
-0.5008 0.0412 2.1953
2.0575 1.4247 0.0448
-1.6049 -1.5619 -2.8557
0.5776 0.2149 1.3515
-1.9799 -5.5961 -5.6699
1.4231 5.5637 4.4533

Relative energy (zero: lowest compared OMol25 entry of this formula, charge and spin) ... 297.3 kJ/mol
DFT total energy ... -28699.369 eV
Orbital gap (alpha / beta) ... 3.1 / 7.0 eV
Spin multiplicity ... 2

=====

Entry from the Open Molecules 2025 dataset: a 12-piece molecular cluster, C6H32O11 overall (ωB97M-V/def2-TZVPD).

Cartesian coordinates (Å):
C -1.235 -2.017 2.687
C -2.465 -1.351 2.130
C -2.189 -0.733 0.836
C -1.365 0.348 0.656
C -2.977 -1.033 -1.533
C -2.740 -1.468 -0.273
H -1.598 -2.606 3.472
H -0.414 -1.248 2.969
H -0.635 -2.574 2.043
H -2.872 -0.592 2.994
H -3.386 -2.084 2.182
H -1.136 0.782 -0.313
H -1.082 1.058 1.378
H -3.344 -1.675 -2.400
H -2.787 0.033 -1.790
H -3.022 -2.448 -0.110
H -0.351 -1.994 -2.062
H -0.289 -2.921 -0.949
O -0.673 -2.883 -1.848
H -1.985 3.310 1.164
H -1.324 3.626 2.573
O -1.330 3.052 1.898
H 1.054 2.133 -1.969
H 1.373 1.051 -0.851
O 1.206 2.163 -1.012
H 3.964 -0.714 -1.519
H 3.643 -1.977 -2.181
O 3.242 -1.096 -2.164
H 1.174 2.422 0.652
H 0.286 2.707 1.778
O 1.233 2.342 1.619
H 2.096 0.197 3.520
H 1.486 0.839 2.150
O 1.788 -0.038 2.642
H 3.878 0.134 1.107
H 3.776 1.381 -0.026
O 4.028 0.457 0.091
H -0.352 0.247 -3.467
H -1.787 -0.056 -3.106
O -1.088 -0.106 -3.895
H 1.353 -1.581 1.342
H 2.404 -2.526 0.821
O 1.459 -2.200 0.639
H 1.535 -0.746 -1.964
H 1.087 -0.984 -0.552
O 0.818 -0.471 -1.303
H -0.497 3.814 -0.013
H -0.819 2.691 -1.110
O -1.132 3.508 -0.764

Force components x, y, z for each atom (eV/Å):
1.2024 2.5838 0.7701
-2.7306 0.5503 3.6148
1.2238 2.2881 -1.0195
-1.7963 -1.0373 -0.6899
-0.1439 0.1251 -0.1455
-0.4123 1.5576 -3.1051
0.2963 -0.9336 1.6193
-1.6884 -0.8653 0.2660
0.2153 -1.5169 -1.6404
1.2185 -1.2395 -2.1654
1.8669 1.1210 -0.8478
-0.1478 -0.8112 -0.2800
0.3063 -0.1794 1.4242
0.5138 0.7732 1.6135
-0.3247 -0.6330 0.4027
-0.3591 -2.0498 0.5751
-0.3909 -0.0537 -0.4338
-0.3726 -0.4716 -0.4086
0.9250 0.0747 0.7469
1.4113 -0.4280 1.5284
-0.5109 3.5372 3.7692
-1.2729 -2.5585 -4.7352
0.1575 0.3717 0.2404
-1.0494 3.2971 -0.8775
1.0505 -3.9708 -0.0661
-2.3916 0.0652 -1.3020
-0.6881 -0.2933 -0.6615
3.2147 0.1536 1.7065
0.7311 -0.1811 -0.2781
1.6616 -0.9602 0.3050
-1.9817 1.0554 0.1264
-0.1072 0.1891 -0.0522
0.6551 -1.3001 1.3171
-0.3698 1.0014 -1.3627
0.1931 1.7695 -3.7164
-0.1436 -0.0683 0.5683
-0.1540 -1.6590 3.1900
2.1823 0.8562 0.9565
2.1735 -0.3988 -2.7555
-4.1108 -0.5138 1.6137
-0.3377 1.1412 1.4517
-2.1394 0.5986 -0.6530
2.5118 -1.7447 -0.3176
-0.8707 0.4518 1.1648
0.2292 -0.9852 1.1122
0.9091 0.8061 -2.3632
-1.4176 -1.1809 -2.5087
0.8452 -0.8617 -0.0021
0.2178 2.5276 2.3049

Relative energy (zero: lowest compared OMol25 entry of this formula, charge and spin) ... 411.2 kJ/mol
DFT total energy ... -29260.541 eV
Orbital gap ... 8.3 eV
SMILES ... C=CC(=C)CC.O.O.O.O.O.O.O.O.O.O.O